1.
Molecular formula: C29H48BBr21O6S
Method: DFT, ωB97M-V/def2-TZVPD

Calculated values
- highest occupied orbital energy (eV) = -8.747
- frontier orbital gap (eV) = 8.38
- charge = 0
- E (a.u.) = -56062.51244
- E_LUMO (eV) = -0.36
- 2S+1 = 1

```
106
Properties=species:S:1:pos:R:3:forces:R:3:mulliken_charge:R:1
C 8.68236 -2.00925 0.38712 0.003 -0.116 -0.354 -1.222
C 7.88863 -1.12226 -0.60106 0.188 -0.937 0.120 0.032
C 6.36730 -1.15228 -0.38491 0.411 0.504 0.326 -0.961
C 5.68300 0.21804 -0.54954 -0.073 -0.849 0.254 -0.412
C 5.09424 0.41757 -1.93813 0.315 0.174 0.349 0.183
C 4.26159 1.69687 -2.06613 0.061 -0.797 0.057 -1.159
C 2.96195 1.61856 -1.23594 0.577 0.276 -0.313 0.332
C 1.71367 1.66879 -2.10696 0.122 0.335 0.389 -1.330
C 0.37500 1.55815 -1.35341 0.676 -0.147 -0.342 -1.677
C 0.23179 0.40333 -0.33860 -1.266 -1.066 -0.768 1.260
B 0.46003 -0.95890 -1.16504 0.109 -0.368 0.287 0.962
O -0.68131 -1.60099 -1.64080 -0.007 0.467 0.351 -0.520
C 1.84462 -1.64266 -1.45282 -0.530 -0.610 0.024 0.199
C 1.69129 -3.08761 -1.99053 0.949 0.585 -0.062 -1.672
O 1.05966 0.47203 0.82831 1.379 1.618 -0.140 -0.496
C 0.59488 1.63902 1.41750 0.481 0.581 0.825 0.571
O 1.24955 2.57750 1.83995 -1.556 -2.384 -0.725 -0.604
O -0.75446 1.51935 1.39589 0.575 1.347 -0.109 -0.312
C -1.13517 0.51877 0.39457 -0.222 0.775 0.851 1.940
C -2.31077 1.21485 -0.30251 -0.131 -0.947 -0.375 -2.129
C -2.88512 0.51885 -1.54018 -0.769 0.211 -0.444 -0.963
C -3.67551 -0.74086 -1.25354 0.143 0.321 -0.006 -0.238
O -4.30235 -1.23117 -2.45781 0.013 -0.892 0.681 -0.402
C -4.64884 -2.55898 -2.34819 0.488 -1.351 -2.123 0.672
C -5.23574 -3.11837 -1.06776 0.140 0.296 0.148 -0.463
O -4.47963 -3.30098 -3.31598 -0.394 1.649 1.688 -0.592
C -1.60592 -0.73168 1.20669 0.069 -0.021 0.352 -1.175
S -1.19258 -0.75297 2.98554 0.184 0.066 0.095 -0.237
C -2.83104 -0.45705 3.74299 0.054 -1.071 -0.745 -0.077
C -3.56809 -1.78243 3.93632 -0.083 0.179 0.077 -0.429
H 9.27941 -2.73471 -0.15961 0.149 -0.098 -0.010 0.311
H 8.03225 -2.58683 1.03773 -0.127 0.024 0.166 0.373
H 9.37378 -1.43824 0.99888 -0.023 0.111 0.172 0.267
H 8.08543 -1.52995 -1.58674 0.134 0.293 -0.305 -0.095
H 8.31400 -0.12353 -0.55532 -0.261 0.263 -0.129 0.385
H 6.19237 -1.53065 0.62055 -0.130 0.075 0.174 0.491
H 5.91387 -1.88237 -1.05293 -0.076 -0.088 -0.131 0.283
H 6.40835 0.98450 -0.28424 -0.029 0.298 -0.095 0.353
H 4.89849 0.25196 0.20526 -0.218 0.269 -0.015 0.211
H 5.90691 0.40880 -2.66422 0.089 0.091 -0.156 0.223
H 4.49801 -0.46767 -2.15519 -0.244 -0.045 -0.152 -0.120
H 4.89554 2.51321 -1.73053 -0.049 0.324 -0.186 0.351
H 4.03713 1.79754 -3.12677 -0.085 0.453 -0.105 0.393
H 2.93206 2.44977 -0.53537 -0.112 0.049 0.210 0.351
H 3.03535 0.71994 -0.63733 -0.369 -0.177 0.140 -0.063
H 1.79705 0.97126 -2.93736 -0.107 -0.358 0.007 0.302
H 1.71337 2.65234 -2.57730 -0.058 0.087 -0.181 0.511
H 0.15755 2.54088 -0.93371 -0.069 -0.056 0.381 0.741
H -0.38790 1.37928 -2.10764 -0.226 0.062 -0.036 0.141
H -0.95972 -2.31222 -1.05131 -0.025 -0.188 -0.483 -0.186
H 2.42876 -1.08756 -2.17952 0.028 0.436 0.000 -0.145
H 2.43537 -1.65982 -0.53546 0.175 0.210 0.058 0.390
H 1.78796 -3.79451 -1.17234 -0.409 -0.282 -0.019 0.313
H 2.52897 -3.28365 -2.65724 0.110 -0.211 -0.037 0.414
H 0.79679 -3.21926 -2.58459 -0.252 -0.172 0.164 0.322
H -2.05821 2.23348 -0.56379 0.308 0.150 -0.029 0.381
H -3.10660 1.29224 0.44044 -0.056 0.050 0.140 0.762
H -2.15387 0.28074 -2.30481 0.248 0.018 0.051 0.128
H -3.57934 1.22446 -1.99968 -0.051 0.096 -0.081 0.661
H -4.43317 -0.53300 -0.49521 -0.063 -0.142 0.123 0.433
H -2.97254 -1.49369 -0.91829 -0.140 -0.223 0.261 0.195
H -5.38999 -4.17816 -1.20891 -0.123 -0.039 -0.175 0.044
H -4.57487 -3.01484 -0.21206 0.236 0.162 0.041 0.154
H -6.17252 -2.64535 -0.78341 -0.101 0.205 -0.172 0.352
H -2.68891 -0.79453 1.17339 -0.134 -0.028 -0.090 0.358
H -1.23538 -1.67575 0.81966 0.152 0.058 -0.166 0.121
H -2.68105 0.03560 4.69434 0.055 0.318 0.038 0.584
H -3.41199 0.15305 3.05692 0.084 0.449 0.145 -0.091
H -4.62281 -1.58444 4.11583 0.067 -0.148 0.175 -0.297
H -3.14595 -2.35042 4.75926 0.004 -0.031 0.190 0.343
H -3.49572 -2.42488 3.06282 0.025 0.062 -0.257 0.287
C 8.02451 -1.28692 -5.44298 0.019 -0.018 0.042 -0.355
Br 8.80982 -0.09667 -4.14812 -0.027 -0.036 -0.104 -0.054
Br 9.23316 -2.70629 -5.92842 -0.067 0.064 0.046 -0.028
Br 6.32768 -1.97210 -4.83582 0.090 0.013 -0.008 -0.015
H 7.83516 -0.70951 -6.33548 -0.012 0.003 -0.010 0.412
C 1.37149 7.10302 2.17974 -0.004 0.031 -0.007 -0.196
Br 1.40260 8.14190 3.80323 0.066 -0.038 -0.088 0.056
Br -0.21914 7.45357 1.14555 0.119 -0.042 0.075 0.055
Br 2.97061 7.36430 1.13674 -0.104 0.003 0.048 -0.021
H 1.34308 6.06228 2.46768 0.001 -0.052 -0.012 0.171
C -4.15560 6.72213 1.05380 -0.082 0.012 -0.005 -0.381
Br -3.94301 4.80877 0.94730 0.072 0.075 -0.022 0.139
Br -3.28613 7.63128 -0.40636 -0.136 -0.082 0.000 -0.076
Br -6.01406 7.21280 1.18155 0.082 -0.019 -0.015 -0.044
H -3.67547 7.04996 1.96475 0.044 -0.026 0.000 0.361
C -2.46544 -6.19371 -2.49898 -0.184 -0.005 -0.142 -0.400
Br -1.49871 -5.01445 -1.31794 0.007 -0.138 0.085 0.062
Br -1.46434 -7.79612 -2.87475 -0.046 0.110 0.088 -0.049
Br -4.22203 -6.59436 -1.82386 0.172 -0.131 0.017 0.067
H -2.59291 -5.66933 -3.43484 -0.035 0.084 0.010 0.401
C -6.98395 -9.82901 -1.37315 0.045 -0.053 0.003 -0.309
Br -7.29387 -8.41305 -0.09878 0.057 -0.070 -0.069 -0.030
Br -5.12548 -10.33094 -1.44966 -0.133 -0.012 0.045 -0.007
Br -8.11958 -11.34824 -1.03494 0.062 0.090 0.009 -0.048
H -7.25014 -9.44319 -2.34605 -0.004 0.016 -0.006 0.361
C -7.22963 0.98280 4.68741 -0.083 0.016 -0.016 -0.363
Br -7.14226 -0.94141 4.59928 -0.196 0.176 -0.002 -0.057
Br -6.34169 1.82527 3.19653 -0.028 -0.079 0.049 0.030
Br -9.04765 1.59384 4.86309 0.095 -0.025 -0.032 -0.040
H -6.70404 1.28705 5.58033 0.018 -0.015 0.010 0.380
C -0.37793 10.00344 6.73514 -0.014 -0.016 0.046 -0.325
Br -1.22426 11.13355 8.04625 0.050 -0.059 -0.054 -0.054
Br 1.53689 9.96292 6.96582 -0.126 -0.021 -0.006 -0.032
Br -1.13593 8.23188 6.73116 0.039 0.098 0.049 0.014
H -0.57298 10.43820 5.76553 0.010 -0.010 -0.018 0.362
```
Forces are in eV/Å.

***

2.
Molecular formula: C15H48O9
Method: DFT, ωB97M-V/def2-TZVPD

Calculated values
- energy relative to the best compared isomer or geometry (same formula, charge and spin) (kcal/mol) = 58.3
- highest occupied orbital energy (eV) = -9.490
- frontier orbital gap (eV) = 9.77
- charge = 0
- E (a.u.) = -1277.38637
- E_LUMO (eV) = 0.28
- 2S+1 = 1

```
72
Properties=species:S:1:pos:R:3:forces:R:3:mulliken_charge:R:1
C -5.34049 -1.72492 0.08321 -1.882 0.208 -0.185 -1.387
C -4.01354 -2.34920 -0.17099 -0.840 0.461 -2.333 0.598
C -3.55017 -2.01368 -1.58313 -0.023 -0.272 -0.205 -1.400
O -3.11505 -1.70144 0.62919 2.123 0.108 1.055 -0.383
H -6.02827 -1.81663 -0.75741 -0.043 -0.404 -0.127 0.423
H -5.25752 -0.64449 0.20112 0.336 0.012 0.218 0.287
H -5.86591 -2.13157 0.94731 0.123 0.042 0.187 0.327
H -4.04304 -3.43597 -0.09254 0.112 -0.200 0.492 0.272
H -4.29187 -2.27488 -2.33796 0.041 -0.099 0.019 0.460
H -2.61986 -2.54256 -1.79026 0.043 0.089 -0.155 0.281
H -3.36815 -0.94009 -1.63202 0.014 0.053 -0.073 0.243
H -3.33470 -1.87353 1.54774 0.012 0.027 0.794 0.227
C 1.33805 -0.54581 -0.92323 -0.299 -0.317 0.540 -0.679
C -0.08978 -0.63218 -0.47761 -0.953 -0.507 -0.385 0.540
O -0.49193 -1.98444 -0.13424 1.181 1.068 -0.448 -0.606
H 1.46315 -1.24413 -1.75076 0.403 -0.080 0.107 0.081
H 1.95461 -0.76142 -0.05061 0.543 -0.078 -0.424 0.093
H 1.51866 0.46338 -1.29339 0.192 -0.011 0.075 0.149
H -0.69476 -0.32122 -1.32932 -0.413 0.198 0.076 0.289
H -0.28458 0.02611 0.36903 -0.047 0.061 0.078 -0.387
H -1.40182 -1.94234 0.16895 -0.817 0.029 0.311 0.333
C 3.12146 4.24153 0.24436 0.139 -0.974 -0.263 -0.684
C 2.98898 3.80462 -1.23242 -0.694 1.724 0.402 -0.024
O 2.20938 4.78467 -1.93468 1.086 -0.211 -0.624 -0.622
H 2.17590 4.46470 0.73854 -0.233 -0.106 -0.343 0.107
H 3.74364 5.12612 0.38035 0.128 -0.131 -0.255 0.357
H 3.54957 3.38647 0.76751 0.278 0.117 0.373 0.192
H 2.57469 2.80479 -1.36203 -0.183 -0.141 0.257 -0.126
H 3.97101 3.79440 -1.70530 0.006 0.047 0.014 0.373
H 1.27867 4.72076 -1.70818 -0.175 -0.317 0.362 0.459
C 2.38313 1.57456 3.69907 -0.410 -0.311 0.003 -1.253
C 1.98454 0.40721 2.76073 0.954 0.149 0.604 0.561
O 3.17449 -0.21488 2.31856 0.485 0.831 0.049 -0.568
H 3.10373 1.23887 4.44482 0.258 -0.168 -0.305 0.376
H 1.56536 1.95068 4.31379 -0.438 -0.050 -0.276 0.345
H 2.78447 2.43387 3.16185 0.152 -0.172 -0.122 0.174
H 1.43929 0.75416 1.88299 -0.408 0.229 0.055 -0.205
H 1.40918 -0.34418 3.30153 -0.439 0.149 0.119 0.316
H 3.03996 -1.14097 2.10438 -0.094 -0.442 -0.122 0.325
C 2.47598 -1.43727 -6.40469 0.310 -0.512 0.023 -1.181
C 2.66922 -1.79601 -4.92632 -0.030 0.938 -1.101 0.094
O 2.23300 -3.11514 -4.71437 0.059 -0.396 0.122 -0.520
H 3.16968 -2.04094 -6.98990 -0.072 -0.312 -0.019 0.283
H 2.78178 -0.42153 -6.65539 -0.356 0.193 0.358 0.351
H 1.47239 -1.66621 -6.76316 -0.044 0.238 0.107 0.327
H 2.11118 -1.12838 -4.26984 0.020 0.281 -0.008 0.134
H 3.73800 -1.66577 -4.75645 0.157 -0.142 0.497 0.226
H 2.27527 -3.25610 -3.76571 -0.043 -0.267 0.038 0.291
C -0.64721 3.17331 1.04084 -0.193 -0.102 0.731 -0.756
C -0.55689 3.03337 -0.45997 -0.562 -0.121 1.027 0.406
O -0.33476 4.28022 -1.09277 -0.093 0.166 -0.135 -0.573
H -0.67398 2.17390 1.47507 0.202 -0.185 0.047 -0.076
H -1.61057 3.59592 1.32622 0.071 0.388 -0.013 0.358
H 0.15407 3.72695 1.53026 0.043 0.029 -0.236 0.253
H -1.54839 2.63771 -0.68015 0.176 -0.262 -0.852 0.398
H 0.22577 2.31048 -0.69013 0.004 0.148 -0.459 -0.286
H -1.07237 4.51870 -1.65903 -0.016 -0.113 0.015 0.297
C -2.43170 0.24485 3.26370 -1.276 -0.297 0.610 -0.895
C -3.40778 -0.74430 4.01645 1.648 -0.078 0.483 -0.409
O -3.67780 -1.90313 3.23187 -0.160 0.071 -0.710 -0.494
H -2.92033 0.54428 2.33651 0.208 0.058 -0.104 0.255
H -1.40975 -0.08101 3.06997 -0.278 -0.777 -0.079 0.177
H -2.26892 1.13648 3.86916 -0.426 0.093 0.140 0.491
H -4.33378 -0.29312 4.37293 -0.055 0.415 -0.491 0.285
H -2.92777 -1.12995 4.91587 0.300 0.339 0.222 0.335
H -4.01630 -2.63028 3.75940 0.028 0.156 0.172 0.250
O 3.05807 -2.82809 1.57193 0.434 0.218 0.297 -0.627
H 2.25323 -3.24708 1.26710 -0.783 -0.459 -0.393 0.364
H 3.75726 -3.41813 1.29046 0.232 -0.005 0.023 0.251
O 0.88614 -4.13093 0.25673 0.825 -1.044 0.377 -0.736
H 0.35673 -3.37501 0.00269 -0.651 0.967 -0.098 0.561
H 1.23974 -4.46432 -0.56791 0.103 -0.235 -0.134 0.302
```
Forces are in eV/Å.

***

3.
Molecular formula: C6H10N3O4
Method: DFT, ωB97M-V/def2-TZVPD

Calculated values
- energy relative to the best compared isomer or geometry (same formula, charge and spin) (kcal/mol) = 5.3
- highest occupied orbital energy (eV) = -13.638
- frontier orbital gap (eV) = 10.12
- charge = +1
- E (a.u.) = -699.58622
- E_LUMO (eV) = -3.52
- 2S+1 = 1

```
23
Properties=species:S:1:pos:R:3:forces:R:3:mulliken_charge:R:1
C 1.21689 -1.69387 -1.05111 -0.698 -2.142 -1.574 -0.171
C 1.76042 -0.50325 0.76512 0.380 0.312 0.441 0.354
C -0.91678 -0.36443 -1.15440 -1.323 -0.498 -1.000 0.203
C -1.85432 1.31070 -0.68483 -1.861 1.676 -1.407 0.080
C -0.08583 -1.30718 -0.35331 1.270 2.033 1.301 0.921
C -1.75172 2.37829 0.43739 1.656 -0.842 -1.746 -0.906
N 2.23791 -1.05782 -0.36575 2.396 -1.410 -0.064 -0.136
N 0.44784 -0.57758 0.90635 0.052 0.561 -0.377 -0.336
N 2.57081 0.07764 1.61921 -1.190 1.568 2.557 -0.362
O 1.25486 -2.49829 -1.95803 0.489 1.827 1.557 -0.494
O -2.09776 -0.06573 -0.46582 -1.722 -1.513 1.623 -0.479
O -0.61960 0.94671 -1.26021 2.832 2.883 -0.453 -0.468
O -0.76064 -2.39463 -0.05156 -2.975 -1.034 0.559 -0.556
H -1.02414 -0.81855 -2.13955 -0.480 -0.334 -0.240 0.472
H -2.58919 1.67393 -1.48374 0.933 -0.384 0.883 0.364
H -0.87551 1.99858 0.99279 -0.670 0.468 0.723 0.146
H -2.68294 2.59721 0.99173 0.737 -0.159 -0.343 0.343
H -1.30257 3.25879 -0.13881 -1.045 -0.821 0.920 0.317
H 3.23564 -1.42648 -0.37342 -1.759 0.767 -0.400 0.366
H -0.04972 0.08424 1.55932 0.430 -1.320 -1.220 0.337
H 3.57082 -0.05612 1.75642 -0.469 0.013 -0.536 0.257
H 2.05023 0.57478 2.39894 1.431 -0.946 -1.146 0.250
H -1.73470 -2.13693 0.05326 1.586 -0.705 -0.058 0.497
```
Forces are in eV/Å.

***

4.
Molecular formula: C11H8O
Method: DFT, ωB97M-V/def2-TZVPD

Calculated values
- energy relative to the best compared isomer or geometry (same formula, charge and spin) (kcal/mol) = 159.3
- highest occupied orbital energy (eV) = -9.152
- frontier orbital gap (eV) = 8.20
- charge = 0
- E (a.u.) = -498.94721
- E_LUMO (eV) = -0.95
- 2S+1 = 1

```
20
Properties=species:S:1:pos:R:3:forces:R:3:mulliken_charge:R:1
C -1.94114 0.62318 0.37011 4.745 1.376 2.023 0.294
C -3.05599 0.32716 0.07341 -0.725 -0.998 -1.433 -0.287
C 3.17376 -0.93693 -0.76391 -2.436 0.892 0.546 -0.645
C 2.41378 -1.70023 0.16366 2.781 -2.845 0.145 -0.068
C 2.65321 0.33155 -1.07107 1.628 1.723 -1.063 -0.383
C 1.29774 -1.27686 0.81239 -2.929 -0.998 1.980 -0.544
C 1.66197 0.85988 -0.26373 -0.199 -0.858 0.930 0.308
C 1.06575 0.07471 0.74017 -1.100 1.338 -0.661 0.371
C 0.67400 1.98224 -0.03110 0.438 -0.993 0.257 0.069
C 0.12997 1.16290 1.18735 -3.175 -1.062 -1.706 0.083
C -4.37676 -0.15909 -0.31982 0.125 1.768 -1.369 -1.252
O 0.32889 2.93226 -0.63581 -0.153 0.786 -0.062 -0.519
H 3.95157 -1.38286 -1.33879 0.582 -0.146 -0.055 0.421
H 2.84301 -2.72692 0.50464 -1.003 1.621 -1.193 0.258
H 3.09216 1.05706 -1.82977 -0.424 -1.473 0.737 0.317
H 0.47393 -1.98325 1.30917 2.457 1.502 -0.723 0.287
H -0.18321 1.49267 2.18901 0.285 -0.272 -0.596 0.422
H -4.65124 -0.71884 0.50001 -1.252 -1.634 1.542 0.302
H -4.56313 -0.70533 -1.28254 0.810 0.523 0.900 0.283
H -4.98825 0.74670 -0.31340 -0.455 -0.250 -0.201 0.284
```
Forces are in eV/Å.